No. 1
{
  "formula": "C6H15N2",
  "method": "ωB97M-V with the def2-TZVPD basis set",
  "largest_force_ev_per_a": 3.1,
  "charge": 1,
  "relative_energy_kcal_mol": 152.6,
  "total_energy_ha": -346.669426,
  "orbital_gap_ev": 5.5,
  "homo_ev": -13.699,
  "symbols": ["C", "N", "C", "C", "N", "C", "C", "C", "H", "H", "H", "H", "H", "H", "H", "H", "H", "H", "H", "H", "H", "H", "H"],
  "positions_angstrom": [[0.322, 1.284, 0.332], [-0.274, 1.871, -0.900], [-0.761, 3.253, -0.885], [0.150, -0.231, 0.325], [-0.942, -0.659, -0.540], [-0.660, -2.030, -0.909], [0.859, -2.083, -1.138], [1.346, -1.052, -0.085], [1.384, 1.537, 0.362], [-0.161, 1.769, 1.195], [-1.126, 1.342, -0.955], [-1.242, 3.566, 0.047], [-1.493, 3.293, -1.691], [0.014, 3.956, -1.195], [-0.169, -0.484, 1.358], [-0.546, -1.786, 5.160], [-0.875, -1.576, 4.543], [-1.168, -2.203, -1.855], [-1.013, -2.804, -0.216], [1.256, -3.087, -1.092], [1.067, -1.689, -2.126], [2.234, -0.533, -0.450], [1.797, -1.653, 0.715]],
  "mulliken_charge": [-0.819, -0.348, -0.883, 0.668, -0.222, -0.478, -0.550, -0.890, 0.391, 0.427, 0.345, 0.334, 0.366, 0.289, 0.291, 0.121, -0.123, 0.353, 0.330, 0.364, 0.290, 0.370, 0.371]
}

No. 2
{
  "formula": "C6H15N2",
  "method": "ωB97M-V with the def2-TZVPD basis set",
  "largest_force_ev_per_a": 4.4,
  "charge": 1,
  "relative_energy_kcal_mol": 143.7,
  "total_energy_ha": -346.683538,
  "orbital_gap_ev": 6.7,
  "homo_ev": -14.026,
  "symbols": ["C", "C", "C", "C", "N", "C", "C", "N", "H", "H", "H", "H", "H", "H", "H", "H", "H", "H", "H", "H", "H", "H", "H"],
  "positions_angstrom": [[-1.435, 2.720, 0.680], [-1.735, 1.114, 0.559], [-0.689, 0.490, -0.237], [0.229, -0.408, 0.262], [1.035, -1.101, -0.559], [1.566, -2.343, -0.001], [0.752, -3.534, -0.502], [-0.090, 2.832, 1.321], [-2.317, 3.123, 1.258], [-1.392, 2.960, -0.310], [-1.628, 0.857, 1.590], [-2.786, 0.935, 0.170], [-0.801, 0.411, -1.230], [0.385, -0.484, 1.411], [1.072, 1.255, -2.951], [1.621, -2.310, 1.140], [2.604, -2.358, -0.374], [0.679, -3.493, -1.605], [1.182, -4.487, -0.199], [-0.276, -3.466, -0.061], [1.218, 1.030, -2.205], [0.082, 3.858, 1.151], [0.723, 2.399, 0.691]],
  "mulliken_charge": [-0.479, -0.642, -0.546, 0.111, -0.078, -0.271, -1.009, -0.612, 0.364, 0.379, 0.323, 0.376, 0.644, 0.272, 0.213, 0.322, 0.312, 0.322, 0.356, 0.282, -0.199, 0.295, 0.269]
}

No. 3
{
  "formula": "C6H15N2",
  "method": "ωB97M-V with the def2-TZVPD basis set",
  "largest_force_ev_per_a": 3.6,
  "charge": 1,
  "relative_energy_kcal_mol": 136.4,
  "total_energy_ha": -346.695159,
  "orbital_gap_ev": 6.1,
  "homo_ev": -13.659,
  "symbols": ["C", "C", "C", "C", "N", "C", "C", "N", "H", "H", "H", "H", "H", "H", "H", "H", "H", "H", "H", "H", "H", "H", "H"],
  "positions_angstrom": [[-3.278, 0.463, 0.490], [-2.054, 1.011, -0.252], [-0.910, 0.108, -0.445], [0.202, 0.051, 0.394], [1.411, -0.414, 0.181], [2.457, -0.067, 1.038], [3.701, 0.401, 0.293], [-2.860, -0.381, 1.650], [-3.977, 1.171, 0.936], [-3.888, -0.051, -0.280], [-1.521, 1.786, 0.365], [-2.348, 1.504, -1.189], [-0.792, -0.119, -1.519], [0.188, 0.698, 1.303], [1.620, -2.457, -4.835], [2.178, 0.686, 1.835], [2.615, -0.961, 1.668], [3.906, -0.331, -0.491], [4.602, 0.549, 0.870], [3.411, 1.278, -0.284], [1.395, -3.122, -5.060], [-3.771, -0.650, 2.000], [-2.286, -1.152, 1.330]],
  "mulliken_charge": [-0.561, -0.547, -0.033, -0.138, -0.199, -0.203, -1.168, -0.521, 0.412, 0.324, 0.312, 0.432, 0.397, 0.284, -0.043, 0.380, 0.332, 0.329, 0.371, 0.305, 0.043, 0.268, 0.224]
}

No. 4
{
  "formula": "C6H15N2O",
  "method": "ωB97M-V with the def2-TZVPD basis set",
  "largest_force_ev_per_a": 4.6,
  "charge": 1,
  "relative_energy_kcal_mol": 61.2,
  "total_energy_ha": -422.022022,
  "orbital_gap_ev": 11.0,
  "homo_ev": -14.603,
  "smiles": "CO[C@H](N)/[NH+]=C/C(C)C",
  "symbols": ["C", "C", "C", "C", "C", "C", "N", "N", "O", "H", "H", "H", "H", "H", "H", "H", "H", "H", "H", "H", "H", "H", "H", "H"],
  "positions_angstrom": [[-2.165, -0.323, 1.083], [3.012, 0.853, 0.139], [2.021, -0.908, -1.376], [-3.239, -0.962, -1.243], [0.645, 0.441, 0.241], [1.943, -0.204, 0.054], [-2.766, 0.827, 1.319], [-0.445, -0.260, 0.455], [-2.667, -1.247, 0.156], [4.038, 0.354, 0.327], [3.078, 1.430, -0.839], [2.779, 1.498, 0.916], [2.278, -1.904, -1.321], [2.679, -0.202, -1.886], [1.094, -0.610, -1.847], [-2.381, -0.914, -1.903], [-3.742, -0.096, -1.308], [-3.868, -1.783, -1.511], [0.705, 1.535, 0.177], [2.068, -1.022, 0.814], [-2.940, 1.433, 0.489], [-1.821, -0.743, 2.127], [-0.252, -1.255, 0.406], [-2.889, 1.258, 2.237]],
  "mulliken_charge": [0.165, -1.685, -1.163, -0.692, -0.376, 0.703, -0.309, -0.290, -0.344, 0.328, 0.404, 0.510, 0.330, 0.377, 0.357, 0.273, 0.380, 0.252, 0.385, 0.341, 0.230, 0.310, 0.274, 0.239]
}

No. 5
{
  "formula": "C6H15N2O",
  "method": "ωB97M-V with the def2-TZVPD basis set",
  "largest_force_ev_per_a": 5.2,
  "charge": 1,
  "relative_energy_kcal_mol": 82.4,
  "total_energy_ha": -421.988346,
  "orbital_gap_ev": [8.0, 8.3],
  "homo_ev": [-11.392, -11.607],
  "symbols": ["C", "C", "C", "C", "C", "C", "N", "N", "O", "H", "H", "H", "H", "H", "H", "H", "H", "H", "H", "H", "H", "H", "H", "H"],
  "positions_angstrom": [[2.514, 0.021, -0.662], [-0.349, 0.960, -1.759], [-1.928, 0.044, 0.735], [0.166, -1.220, 1.342], [0.047, -0.152, -0.840], [-0.384, -0.006, 0.649], [-0.304, -1.420, -1.295], [0.230, 1.253, 1.151], [2.869, 0.635, 0.315], [3.195, -0.395, -1.325], [0.384, 1.046, -2.642], [-1.347, 0.989, -2.063], [-0.118, 1.928, -1.190], [-2.444, 0.996, 0.521], [-2.351, -0.854, 0.033], [-2.169, -0.062, 1.807], [-0.197, -2.211, 1.037], [-0.010, -1.258, 2.463], [1.308, -1.200, 1.432], [0.287, -2.233, -1.094], [-0.537, -1.334, -2.292], [-0.285, 1.634, 1.921], [0.227, 1.960, 0.368], [1.196, 0.877, 1.387]],
  "mulliken_charge": [-0.015, -1.348, -1.612, -1.640, 0.269, 0.664, -0.463, 0.082, -0.461, 0.431, 0.372, 0.441, 0.309, 0.392, 0.334, 0.454, 0.478, 0.371, 0.322, 0.225, 0.285, 0.384, 0.269, 0.457]
}

No. 6
{
  "formula": "C6H15N2O",
  "method": "ωB97M-V with the def2-TZVPD basis set",
  "largest_force_ev_per_a": 5.0,
  "charge": 1,
  "multiplicity": 3,
  "relative_energy_kcal_mol": 50.4,
  "total_energy_ha": -421.866768,
  "orbital_gap_ev": [7.1, 7.3],
  "homo_ev": [-10.094, -13.374],
  "symbols": ["C", "C", "C", "C", "C", "C", "N", "N", "O", "H", "H", "H", "H", "H", "H", "H", "H", "H", "H", "H", "H", "H", "H", "H"],
  "positions_angstrom": [[-1.231, -0.716, -2.048], [-0.912, 2.061, 1.050], [0.603, 1.838, -0.927], [-0.579, -2.412, 0.840], [1.389, -1.625, -0.164], [-0.617, -0.097, -0.056], [-0.211, 1.264, 0.120], [0.210, -1.224, 0.603], [-0.401, -0.879, -2.896], [-2.324, -0.496, -2.129], [-0.264, 2.624, 1.822], [-1.539, 2.812, 0.643], [-1.568, 1.482, 1.718], [0.986, 1.192, -1.770], [-0.041, 2.569, -1.507], [1.392, 2.583, -0.479], [-0.108, -3.286, 1.148], [-1.373, -2.452, 1.551], [-1.124, -2.720, -0.157], [0.944, -2.384, -0.823], [1.645, -0.802, -0.798], [2.235, -2.091, 0.409], [-1.647, -0.226, 0.334], [0.421, -0.814, 1.534]],
  "lowdin_spin": [0.564, 0.030, 0.024, 0.017, 0.004, 0.427, 0.199, 0.062, 0.511, 0.095, 0.019, 0.003, 0.001, 0.001, 0.012, 0.002, 0.002, 0.000, 0.012, 0.000, 0.001, 0.000, 0.008, 0.007]
}

No. 7
{
  "formula": "C6H15N2OS",
  "method": "ωB97M-V with the def2-TZVPD basis set",
  "largest_force_ev_per_a": 0.2,
  "charge": -1,
  "total_energy_ha": -820.501029,
  "orbital_gap_ev": 6.3,
  "homo_ev": -2.774,
  "symbols": ["C", "C", "C", "N", "N", "S", "H", "H", "H", "H", "H", "H", "H", "H", "H", "C", "C", "O", "C", "H", "H", "H", "H", "H", "H"],
  "positions_angstrom": [[4.227, -1.001, -0.363], [2.837, -1.209, -0.973], [2.080, 0.089, -1.246], [0.672, -0.177, -1.465], [0.046, -0.489, -0.193], [-0.835, -1.894, -0.294], [4.445, -1.728, 0.423], [4.310, -0.013, 0.098], [5.025, -1.078, -1.105], [2.906, -1.774, -1.906], [2.197, -1.793, -0.309], [2.480, 0.592, -2.137], [2.237, 0.760, -0.381], [0.240, 0.680, -1.810], [0.058, -2.930, -0.091], [-3.890, 0.686, 2.186], [-3.654, 1.750, 1.137], [-4.337, 2.755, 1.098], [-2.537, 1.466, 0.186], [-4.719, 0.967, 2.833], [-4.088, -0.271, 1.700], [-2.979, 0.539, 2.769], [-2.705, 0.518, -0.330], [-1.596, 1.284, 0.712], [-2.419, 2.270, -0.537]],
  "mulliken_charge": [-1.097, -0.203, -0.592, -0.251, -0.513, -0.386, 0.323, 0.318, 0.261, 0.280, 0.060, 0.275, 0.403, 0.159, -0.005, -1.037, 0.725, -0.606, -0.917, 0.317, 0.298, 0.304, 0.208, 0.379, 0.297]
}

No. 8
{
  "formula": "C6H15N2P2",
  "method": "ωB97M-V with the def2-TZVPD basis set",
  "largest_force_ev_per_a": 4.7,
  "charge": 1,
  "relative_energy_kcal_mol": 47.2,
  "total_energy_ha": -1029.416179,
  "orbital_gap_ev": 7.7,
  "homo_ev": -12.071,
  "symbols": ["C", "C", "C", "C", "C", "C", "N", "N", "P", "P", "H", "H", "H", "H", "H", "H", "H", "H", "H", "H", "H", "H", "H", "H", "H"],
  "positions_angstrom": [[2.927, -0.214, -0.139], [-0.194, 0.025, -2.734], [0.018, 1.528, 1.556], [0.814, 2.046, 0.293], [-0.868, 0.394, 0.990], [-0.076, -0.573, 0.062], [-0.818, -3.082, 0.489], [-1.998, 0.881, 0.130], [1.364, 0.370, -0.209], [-1.226, -0.499, -1.522], [3.030, -1.124, -0.734], [3.782, 0.422, 0.164], [-0.695, -0.015, -3.773], [0.959, 0.378, -2.746], [0.726, 1.003, 2.335], [-0.519, 2.292, 1.980], [1.439, 2.979, 0.407], [0.021, 2.260, -0.437], [-1.232, -0.076, 1.802], [0.066, -1.736, 0.209], [-1.502, -2.894, -0.119], [-0.916, -3.014, 1.475], [-0.448, -3.982, 0.347], [-1.767, 1.777, -0.367], [-2.888, 0.855, 0.541]],
  "mulliken_charge": [-0.714, -0.471, -0.838, -0.456, -0.592, 0.215, -0.787, -0.492, -0.007, -0.010, 0.260, 0.304, 0.285, 0.212, 0.320, 0.458, 0.438, 0.275, 0.617, 0.747, 0.241, 0.238, 0.213, 0.305, 0.239]
}